[1]
120
Properties=species:S:1:pos:R:3 method="wB97M-V/def2-TZVPD" max_force_ev_per_a=3.41 smiles=CC(C)O.CC(C)O.CC(C)O.CC(C)O.CC(C)O.CC(C)O.CC(C)O.CC(C)O.CC(C)O.CC(C)O total_charge=0 gap_ha=0.37632 e_tot_ev=-52878.66024 lumo_ev=0.25
C 1.04056 -10.67628 -6.85955
C 1.70601 -10.47327 -5.45733
C 0.88839 -9.41776 -4.66901
O 1.65611 -11.78531 -4.88705
H 1.48136 -11.48642 -7.44047
H 1.32056 -9.88517 -7.55514
H -0.03062 -10.86304 -6.78342
H 2.74397 -10.14566 -5.51595
H 1.52347 -9.08537 -3.84786
H 0.08649 -9.94556 -4.15281
H 0.55345 -8.50169 -5.15558
H 0.74139 -12.07657 -4.88038
C 1.85665 1.81455 -0.96581
C 1.08838 0.63338 -1.62629
C 1.89166 -0.66509 -1.57295
O -0.05741 0.41112 -0.81921
H 2.66631 2.18958 -1.59182
H 2.26164 1.46146 -0.01743
H 1.22150 2.67149 -0.74142
H 0.76039 0.89491 -2.63234
H 2.78637 -0.63874 -2.19496
H 1.30354 -1.53834 -1.85516
H 2.23556 -0.89724 -0.56502
H -0.59125 1.20731 -0.76728
C -5.31912 -4.20190 -1.73434
C -5.41421 -4.19665 -0.20505
C -6.24887 -5.33398 0.35556
O -4.10820 -4.33847 0.27842
H -5.08231 -5.21385 -2.06296
H -4.58871 -3.52100 -2.17135
H -6.27963 -3.91506 -2.16240
H -5.75146 -3.18467 0.01914
H -7.30624 -5.07879 0.28523
H -6.00379 -5.54713 1.39604
H -6.02182 -6.31898 -0.05226
H -3.62981 -3.54955 0.01319
C 3.58697 2.83954 8.80491
C 4.27376 2.07022 7.67847
C 5.11746 2.98497 6.83625
O 5.04481 1.10153 8.30746
H 2.83896 3.55011 8.45328
H 4.35384 3.32838 9.40577
H 3.02117 2.09192 9.36082
H 3.53564 1.54982 7.06818
H 6.02131 3.31747 7.34675
H 4.56063 3.87317 6.53768
H 5.56004 2.58623 5.92344
H 5.44951 0.54531 7.63780
C 9.82205 5.18756 -1.96439
C 9.38190 6.62628 -2.22299
C 10.12153 7.67818 -1.39131
O 9.46563 7.02696 -3.56411
H 9.06729 4.46241 -2.26869
H 9.92038 4.96780 -0.90130
H 10.80127 5.06731 -2.42783
H 8.31974 6.70668 -1.99180
H 10.17086 7.57129 -0.30769
H 9.63601 8.64395 -1.53153
H 11.11724 7.73995 -1.83045
H 10.31861 6.76163 -3.91571
C -6.66839 3.54491 -2.90929
C -6.10634 4.92333 -2.53399
C -7.16082 5.94808 -2.32945
O -5.42580 4.78969 -1.29402
H -7.72260 3.40488 -2.67025
H -6.18228 2.73517 -2.36512
H -6.42921 3.48863 -3.97123
H -5.35822 5.25613 -3.25348
H -7.73558 5.71679 -1.43265
H -7.80979 6.09486 -3.19282
H -6.80660 6.97287 -2.21791
H -5.25347 5.67510 -0.96546
C 1.22543 -6.53137 3.80476
C 0.52608 -6.19777 5.06907
C 0.76751 -4.78411 5.51726
O -0.78616 -6.44293 4.80755
H 1.08250 -7.57749 3.53401
H 2.29029 -6.30298 3.84968
H 1.00475 -6.01273 2.87179
H 0.79376 -6.87882 5.87692
H 0.43177 -4.10167 4.73646
H 1.78212 -4.46000 5.74882
H 0.14254 -4.62967 6.39684
H -1.18261 -5.85159 4.16354
C -8.10810 1.24462 4.34420
C -7.19801 0.50386 5.34381
C -5.74742 1.10198 5.30909
O -7.68338 0.63568 6.61249
H -9.13990 0.90225 4.26494
H -7.71224 1.23407 3.32867
H -8.20274 2.30045 4.59793
H -7.15370 -0.54629 5.05517
H -5.21718 0.90301 6.24041
H -5.77102 2.19171 5.30423
H -5.12272 0.67967 4.52200
H -7.36602 1.46663 6.97361
C -4.40540 8.25806 4.27754
C -2.99815 8.50497 3.83326
C -2.07235 7.29993 3.92527
O -3.13450 8.91475 2.50944
H -5.01009 9.13383 4.51308
H -4.27398 7.65004 5.17261
H -5.00738 7.63382 3.61722
H -2.54374 9.33510 4.37410
H -1.15682 7.51754 3.37522
H -2.49254 6.37370 3.53331
H -1.88927 7.14417 4.98843
H -3.35285 9.84800 2.56384
C 5.49583 -2.56466 -8.83317
C 4.61357 -3.48391 -9.64998
C 3.57803 -2.71276 -10.44731
O 5.45241 -4.18450 -10.56208
H 6.26005 -3.04990 -8.22602
H 4.92216 -1.87693 -8.21187
H 6.03604 -1.90590 -9.51311
H 4.15960 -4.12296 -8.89261
H 3.00662 -1.99670 -9.85669
H 2.82054 -3.35865 -10.89130
H 4.10772 -2.04543 -11.12718
H 6.00112 -4.78946 -10.05757

***

[2]
132
Properties=species:S:1:pos:R:3 method="wB97M-V/def2-TZVPD" max_force_ev_per_a=3.63 spin_multiplicity=3 total_charge=+1 gap_ha="0.17090 / 0.04552" e_tot_ev=-74245.63294 lumo_ev="-5.18 / -8.59"
Pd -0.14323 -1.88470 6.14647
B 0.34796 -0.02927 1.50061
F -0.70463 0.82368 1.27879
F 1.52371 0.65187 1.54103
F 0.23260 -0.65850 2.81275
F 0.48597 -1.00925 0.49838
C 2.50273 -3.97202 4.17405
O 1.36057 -4.27373 4.90997
C 0.99946 -5.62459 4.77910
C -0.48908 -5.79523 5.06505
N -1.34428 -4.71345 4.54188
C -1.51857 -4.79872 3.12533
C -2.74607 -5.72063 2.83311
O -2.52539 -7.08166 3.01528
C -3.62927 -7.88046 2.86794
H 2.65621 -2.89839 4.28300
H 2.36670 -4.04013 3.09472
H 3.32870 -4.57862 4.54543
H 1.44179 -6.41708 5.38275
H 1.06566 -5.95755 3.74331
H -0.69024 -6.01256 6.11406
H -0.81993 -6.70596 4.56585
H -2.28166 -4.88301 4.87752
H -0.65041 -5.15184 2.56882
H -1.87357 -3.82986 2.77407
H -2.91529 -5.65972 1.75805
H -3.67546 -5.35041 3.26584
H -4.26983 -7.68651 3.72827
H -3.42339 -8.94518 2.97784
H -3.97839 -7.81125 1.83769
C 2.54275 4.29815 -3.68090
C 1.10827 3.65670 -3.85724
C 0.54121 3.59810 -5.32324
O 0.41048 4.83259 -5.93334
C -0.53459 5.79891 -5.50180
N 1.18598 2.27910 -3.50660
H 2.38189 5.30078 -4.07705
H 3.32436 3.88014 -4.31531
H 2.89680 4.36649 -2.65227
H 0.35317 4.09369 -3.20385
H -0.42573 3.10035 -5.25013
H 1.22875 2.95292 -5.87016
H -0.60418 6.73265 -6.05981
H -0.38691 6.07048 -4.45655
H -1.51496 5.32936 -5.58249
H 0.35013 1.80871 -3.82311
H 1.19372 2.19751 -2.49993
C 7.90494 1.12939 2.90785
C 7.28601 2.53997 3.21010
C 7.21932 3.38643 1.96684
O 6.93955 4.73386 2.31002
C 6.76407 5.73554 1.31448
N 5.89273 2.42424 3.58438
H 7.28484 0.56548 2.21101
H 8.06119 0.58548 3.83943
H 8.92886 1.27285 2.56271
H 7.89947 2.99433 3.98814
H 6.39381 2.94728 1.40668
H 8.10664 3.17122 1.37149
H 7.12560 5.40305 0.34141
H 7.14928 6.70432 1.63260
H 5.71208 5.68184 1.03424
H 5.68306 3.41197 3.60755
H 5.36865 2.19490 2.75200
C -4.54102 0.48251 -8.36285
C -4.12504 -0.83930 -7.67804
C -4.77984 -0.91084 -6.34268
O -4.38875 0.08041 -5.35192
C -3.41629 -0.35785 -4.44728
N -4.63911 -1.90143 -8.53201
H -4.08879 0.52797 -9.35357
H -4.25430 1.35758 -7.77965
H -5.61147 0.52475 -8.56398
H -3.03851 -0.80815 -7.59690
H -4.73718 -1.91904 -5.93059
H -5.83666 -0.77249 -6.57091
H -3.77155 -1.11839 -3.75197
H -2.95278 0.43378 -3.85856
H -2.67089 -0.95095 -4.97713
H -4.81098 -2.85246 -8.23860
H -4.20916 -1.83817 -9.44374
C 3.59365 -7.64713 -1.65552
C 2.96025 -6.29112 -1.11254
C 3.64911 -4.99797 -1.71735
O 5.05500 -5.01161 -1.32148
C 5.79763 -3.87235 -1.93905
N 1.51888 -6.14295 -1.44557
H 3.39040 -7.76818 -2.71953
H 3.13985 -8.50831 -1.16507
H 4.67832 -7.61844 -1.55181
H 2.94952 -6.32470 -0.02311
H 3.11843 -4.28648 -1.08469
H 3.48215 -4.75925 -2.76771
H 6.17456 -4.28231 -2.87605
H 6.63348 -3.59231 -1.29794
H 5.15757 -3.06777 -2.30111
H 1.26575 -5.20821 -1.15873
H 1.42676 -6.35895 -2.42790
C -4.41125 6.57965 -1.32041
C -5.46555 5.59738 -0.84258
C -5.84196 4.60727 -1.95676
O -6.55677 5.11436 -3.09667
C -7.38042 4.08428 -3.71671
N -4.96624 4.89617 0.34245
H -4.19651 7.34447 -0.57406
H -4.71781 7.05376 -2.25280
H -3.57883 5.90514 -1.52096
H -6.33450 6.17609 -0.52935
H -6.43143 3.76174 -1.60222
H -4.97650 4.08385 -2.36309
H -6.70419 3.26016 -3.94396
H -7.67866 4.48642 -4.68493
H -8.27142 3.90633 -3.11459
H -4.74627 5.55649 1.07435
H -4.11682 4.37828 0.16820
C 0.71163 3.24815 7.31853
C 0.04578 1.93966 7.06738
C -1.07770 2.14625 5.99681
O -1.70180 0.85040 5.85139
C -2.82990 0.83498 4.94795
N 1.01795 1.02710 6.55610
H 1.43430 3.11753 8.12400
H 0.04246 4.10722 7.36648
H 1.36082 3.59848 6.51609
H -0.34101 1.53780 8.00386
H -0.74374 2.45474 5.00616
H -1.87426 2.73610 6.45032
H -3.76509 1.16522 5.40009
H -3.01018 -0.17686 4.58493
H -2.66663 1.40709 4.03465
H 1.75568 1.10429 7.24159
H 1.49318 1.42607 5.75918

***

[3]
128
Properties=species:S:1:pos:R:3 method="wB97M-V/def2-TZVPD" max_force_ev_per_a=1.57 spin_multiplicity=3 total_charge=+1 gap_ha="0.32370 / 0.23986" e_tot_ev=-62720.09870 lumo_ev="-2.34 / -4.60"
Pd 1.81206 -2.23447 1.49366
C 0.90116 0.51336 -0.91868
C 0.52885 0.76282 0.54454
O 0.59399 -0.40096 1.30271
H 0.41380 -0.33824 -1.39169
H 1.98109 0.37718 -1.02089
H 0.69492 1.41540 -1.50263
H -0.46685 1.21254 0.65191
H 1.24085 1.51850 0.91056
C -2.91540 -3.14839 -1.78403
C -2.11315 -1.91562 -1.39872
C -2.88811 -0.61501 -1.58756
O -3.05986 -0.32066 -2.95733
C -2.12275 0.59436 -3.49041
N -1.67582 -2.07073 0.01108
H -2.27555 -4.02761 -1.82903
H -3.38739 -2.98005 -2.75470
H -3.71948 -3.31903 -1.06489
H -1.19353 -1.90193 -1.99684
H -2.36004 0.22120 -1.10936
H -3.84840 -0.71936 -1.07205
H -1.15640 0.10592 -3.65716
H -2.05398 1.49635 -2.87525
H -2.52046 0.88425 -4.46297
H -2.46003 -1.95175 0.65134
H -1.08623 -1.27054 0.24048
C 0.79471 -5.29980 -0.51298
C 1.51199 -4.14130 -1.18823
C 1.26412 -4.14579 -2.69416
O 1.73009 -2.93545 -3.24043
C 1.51889 -2.90614 -4.64101
N 1.17393 -2.86188 -0.53860
H 1.02922 -6.27220 -0.94165
H -0.28227 -5.19545 -0.69779
H 0.91128 -5.26583 0.56934
H 2.59277 -4.28455 -1.06254
H 0.20151 -4.32874 -2.91852
H 1.74693 -5.03929 -3.11103
H 1.83807 -1.94463 -5.04120
H 0.49033 -3.13865 -4.92838
H 2.15388 -3.63183 -5.16704
H 0.14741 -2.84968 -0.45448
H 1.43083 -2.15343 -1.22589
C 4.38036 0.32624 4.01014
C 3.52929 -0.22902 2.85701
C 4.39716 -0.72753 1.70330
O 3.57422 -1.17928 0.62156
C 4.30475 -1.55059 -0.53259
N 2.70808 -1.36290 3.35653
H 3.69718 0.81228 4.70718
H 5.09544 1.06449 3.65283
H 4.85911 -0.50863 4.52253
H 2.87951 0.57271 2.50859
H 5.11628 -1.47986 2.05337
H 5.01837 0.06425 1.27124
H 5.07308 -2.28654 -0.27822
H 4.75619 -0.71410 -1.07184
H 3.62400 -2.01867 -1.24144
H 2.11758 -1.04783 4.12292
H 3.31824 -2.03734 3.81739
C -5.18417 -2.98102 3.31596
C -5.82141 -1.68244 2.84424
C -5.17496 -1.11099 1.60017
O -3.83350 -0.67721 1.84912
C -3.80622 0.74289 1.89579
N -7.25120 -1.86298 2.55459
H -5.09500 -3.68256 2.48005
H -5.78419 -3.44999 4.09448
H -4.17499 -2.79052 3.68152
H -5.70172 -1.01593 3.71556
H -5.79588 -0.33454 1.14834
H -5.12215 -1.91098 0.85217
H -2.82130 1.10946 2.19248
H -4.58403 1.16881 2.53026
H -3.92029 1.17380 0.89114
H -7.70844 -0.95376 2.53745
H -7.69480 -2.29716 3.36076
C -2.56314 -0.70540 5.69354
C -1.42901 -0.14665 4.84051
C -0.09098 -0.12645 5.53730
O -0.08835 0.84636 6.55060
C 1.06053 0.75972 7.35946
N -1.40332 -0.87677 3.56943
H -2.45080 -0.36806 6.72603
H -2.51097 -1.79739 5.72557
H -3.53754 -0.42101 5.30004
H -1.69139 0.91681 4.70027
H 0.71750 0.09784 4.82307
H 0.09091 -1.12525 5.96657
H 0.89538 1.33784 8.26528
H 1.94538 1.16660 6.85332
H 1.27362 -0.27668 7.64168
H -2.29534 -0.70569 3.10415
H -0.69337 -0.49447 2.94637
C 3.38020 0.35851 -3.90494
C 4.13061 0.08769 -5.18995
C 3.68748 0.99462 -6.30974
O 2.44252 0.49413 -6.80087
C 1.61710 1.45599 -7.40226
N 5.57119 0.26461 -4.96295
H 3.71213 1.29362 -3.44575
H 3.47951 -0.43094 -3.15313
H 2.29802 0.41329 -4.05282
H 3.91661 -0.93712 -5.51682
H 4.36087 0.91911 -7.17668
H 3.65909 2.06389 -6.07488
H 1.13836 2.13370 -6.68236
H 0.76603 0.94799 -7.85674
H 2.16694 2.03108 -8.15111
H 5.83114 -0.02084 -4.02698
H 6.09640 -0.33179 -5.59208
C 0.75513 5.31613 -0.00135
C -0.73785 5.28800 -0.28588
C -1.25609 6.59497 -0.87732
O -1.03726 7.57329 0.12333
C -1.42615 8.86347 -0.23886
N -1.09041 4.16587 -1.20713
H 1.08723 4.32983 0.33941
H 1.01587 6.00286 0.80817
H 1.39252 5.60778 -0.83975
H -1.29875 5.09527 0.62932
H -2.34210 6.51535 -1.00326
H -0.79270 6.82515 -1.84299
H -1.57403 9.46834 0.65682
H -2.35898 8.88224 -0.81693
H -0.69009 9.42159 -0.83490
H -0.81319 3.31984 -0.71721
H -0.40804 4.27573 -1.95667